{
  "formula": "C14H15N3O4",
  "method": "ωB97M-V/def2-TZVPD",
  "total_charge": 0,
  "e_tot_ev": -27422.653,
  "lumo_energy_ev": 0.500,
  "de_lowest_kj_mol": 0.0,
  "smiles": "C=CCOc1ccccc1NC(=O)CN1C(=O)CNC1=O",
  "species": ["C", "C", "C", "O", "C", "C", "C", "C", "C", "C", "N", "C", "O", "C", "N", "C", "O", "C", "N", "C", "O", "H", "H", "H", "H", "H", "H", "H", "H", "H", "H", "H", "H", "H", "H", "H"],
  "coordinates": [[-2.538, -2.328, -1.720], [-1.449, -2.261, -0.978], [-1.468, -2.190, 0.521], [-0.931, -0.950, 0.976], [-1.716, 0.169, 0.770], [-3.001, 0.294, 1.269], [-3.706, 1.472, 1.084], [-3.128, 2.529, 0.405], [-1.845, 2.419, -0.102], [-1.134, 1.240, 0.069], [0.154, 1.019, -0.420], [1.002, 1.884, -1.019], [0.765, 3.037, -1.290], [2.355, 1.238, -1.378], [2.866, 0.348, -0.364], [2.579, -0.980, -0.270], [1.858, -1.606, -1.009], [3.334, -1.492, 0.948], [4.013, -0.313, 1.402], [3.757, 0.778, 0.642], [4.191, 1.889, 0.758], [-2.492, -2.356, -2.795], [-3.523, -2.371, -1.283], [-0.465, -2.205, -1.422], [-0.804, -2.949, 0.946], [-2.483, -2.342, 0.905], [-3.447, -0.524, 1.816], [-4.706, 1.561, 1.480], [-3.677, 3.447, 0.265], [-1.386, 3.235, -0.635], [0.441, 0.055, -0.294], [3.079, 2.043, -1.523], [2.231, 0.673, -2.307], [4.022, -2.296, 0.666], [2.626, -1.883, 1.687], [4.624, -0.283, 2.199]],
  "forces_ev_per_a": [[-0.1, -0.1, -0.1], [0.1, 0.1, 0.3], [-0.1, -0.4, -0.2], [0.0, 0.4, 0.1], [-0.1, 0.2, -0.1], [0.2, -0.2, 0.0], [-0.1, 0.1, 0.0], [-0.1, -0.1, 0.1], [0.1, 0.1, -0.1], [-0.2, -0.1, 0.1], [-0.1, -0.6, 0.2], [0.5, -0.3, -0.1], [0.0, 0.3, -0.1], [-0.1, 0.3, -0.2], [0.0, 0.1, -0.2], [0.3, -0.1, 0.2], [-0.2, -0.1, -0.1], [-0.1, -0.4, 0.0], [0.2, -0.2, 0.3], [0.1, -0.1, 0.1], [0.1, 0.4, 0.0], [0.1, 0.0, -0.2], [-0.2, 0.0, 0.2], [0.1, 0.0, -0.1], [-0.1, 0.1, 0.0], [0.1, 0.0, 0.0], [0.0, -0.1, 0.1], [-0.1, 0.0, 0.0], [0.0, 0.1, 0.0], [0.0, 0.0, 0.0], [0.1, 0.2, -0.1], [-0.2, -0.1, 0.0], [0.0, 0.1, 0.1], [-0.1, 0.1, -0.1], [0.0, 0.0, -0.2], [0.0, 0.2, -0.1]]
}

{
  "formula": "C14H15N5O7STi",
  "method": "ωB97M-V/def2-TZVPD",
  "total_charge": -2,
  "e_tot_ev": -70496.205,
  "multiplicity": 3,
  "lumo_energy_ev": [4.908, 4.898],
  "de_lowest_kj_mol": 0.0,
  "species": ["Ti", "C", "C", "N", "O", "C", "C", "N", "O", "H", "H", "H", "H", "H", "H", "H", "O", "C", "O", "C", "O", "O", "O", "N", "C", "C", "C", "C", "C", "S", "H", "H", "H", "H", "N", "C", "C", "N", "C", "H", "H", "H", "H"],
  "coordinates": [[-0.296, -0.275, -0.867], [2.367, -3.843, -0.523], [1.373, -2.803, -0.932], [1.370, -1.622, -0.427], [2.336, -1.364, 0.531], [0.327, -3.064, -1.898], [0.220, -4.349, -2.652], [-0.547, -2.087, -2.050], [-1.513, -2.206, -2.868], [2.649, -3.687, 0.517], [3.272, -3.758, -1.130], [1.954, -4.841, -0.655], [2.117, -0.455, 0.792], [1.162, -4.607, -3.145], [-0.556, -4.219, -3.405], [-0.070, -5.183, -2.003], [-3.322, -1.268, 1.646], [-2.484, -0.745, 0.936], [-1.330, -1.239, 0.610], [-2.712, 0.677, 0.327], [-3.408, 1.493, 0.932], [-2.059, 0.888, -0.753], [0.904, 1.120, -0.223], [2.005, 1.531, -0.912], [3.019, 2.149, -0.181], [4.124, 2.626, -0.832], [4.245, 2.500, -2.219], [3.181, 1.853, -2.930], [2.065, 1.379, -2.281], [0.719, 0.595, -3.036], [2.842, 2.205, 0.883], [4.904, 3.101, -0.248], [5.114, 2.879, -2.740], [3.230, 1.705, -4.000], [-1.612, 1.143, 3.114], [-1.436, 0.271, 4.154], [-0.091, 0.240, 4.384], [0.569, 1.051, 3.485], [-0.380, 1.558, 2.734], [-2.469, 1.289, 2.575], [-2.256, -0.267, 4.596], [0.444, -0.331, 5.126], [-0.249, 2.214, 1.887]],
  "forces_ev_per_a": [[-0.4, 0.4, -0.1], [0.0, 0.0, 0.0], [-0.1, 0.3, 0.2], [0.0, 0.0, 0.0], [0.0, 0.0, 0.0], [-0.1, 0.0, 0.0], [0.0, 0.1, 0.0], [0.0, -0.6, -0.3], [0.0, 0.1, 0.1], [0.0, 0.0, 0.0], [0.0, 0.0, 0.0], [0.0, 0.0, 0.0], [0.0, 0.1, 0.0], [0.0, 0.0, 0.0], [0.0, 0.0, 0.0], [0.0, 0.0, 0.0], [0.0, 0.0, 0.1], [0.2, -0.1, -0.2], [0.0, 0.1, 0.0], [0.2, 0.1, -0.1], [-0.1, 0.0, 0.0], [0.2, -0.3, 0.1], [0.2, -0.2, 0.2], [0.1, 0.1, -0.1], [-0.1, 0.0, 0.2], [0.0, 0.0, -0.2], [0.0, 0.0, 0.0], [0.0, 0.0, 0.1], [0.1, 0.1, 0.0], [-0.2, -0.1, 0.0], [0.0, 0.0, 0.0], [0.0, 0.0, 0.0], [0.0, 0.0, 0.0], [0.0, 0.0, 0.0], [0.0, -0.2, 0.0], [0.0, 0.0, 0.1], [0.0, 0.1, -0.1], [0.0, 0.0, 0.1], [-0.2, 0.1, 0.0], [0.0, 0.1, 0.0], [0.0, 0.0, 0.0], [0.0, 0.0, 0.0], [0.1, 0.0, 0.0]]
}